Record 1
{
  "formula": "C22H66O11",
  "method": "wB97M-V/def2-TZVPD",
  "gap_ev": 10.2,
  "smiles": "CCO.CCO.CCO.CCO.CCO.CCO.CCO.CCO.CCO.CCO.CCO",
  "homo_energy_ev": -10.1,
  "total_energy_ev": -46399.538,
  "e_above_lowest_kcal_mol": 166.2,
  "elements": ["C", "C", "O", "H", "H", "H", "H", "H", "H", "C", "C", "O", "H", "H", "H", "H", "H", "H", "C", "C", "O", "H", "H", "H", "H", "H", "H", "C", "C", "O", "H", "H", "H", "H", "H", "H", "C", "C", "O", "H", "H", "H", "H", "H", "H", "C", "C", "O", "H", "H", "H", "H", "H", "H", "C", "C", "O", "H", "H", "H", "H", "H", "H", "C", "C", "O", "H", "H", "H", "H", "H", "H", "C", "C", "O", "H", "H", "H", "H", "H", "H", "C", "C", "O", "H", "H", "H", "H", "H", "H", "C", "C", "O", "H", "H", "H", "H", "H", "H"],
  "xyz": [[-9.001380, 15.823220, 2.443510], [-7.896700, 16.614180, 3.270350], [-7.073450, 15.673880, 3.833070], [-9.914840, 16.391740, 2.268950], [-9.406010, 15.084560, 3.135430], [-8.820810, 15.130800, 1.621290], [-8.428980, 17.275500, 3.954030], [-7.375680, 17.173360, 2.493200], [-7.626460, 15.141050, 4.409150], [-6.396890, 19.030050, 14.918980], [-7.060350, 18.594700, 13.604140], [-7.945990, 17.546210, 13.750920], [-5.821750, 19.946820, 14.789240], [-5.783800, 18.242500, 15.357160], [-7.177800, 19.320730, 15.621680], [-6.221980, 18.376230, 12.942700], [-7.535200, 19.418130, 13.070670], [-8.646220, 17.537780, 13.094260], [-14.006220, 10.420800, 12.459720], [-12.575070, 10.556480, 11.707590], [-12.534010, 11.226350, 10.459390], [-14.320860, 11.420980, 12.757600], [-13.862840, 9.759060, 13.313920], [-14.696340, 9.982310, 11.738910], [-12.148040, 9.587570, 11.448770], [-11.875280, 10.989860, 12.422120], [-13.153540, 10.864970, 9.821270], [-3.090750, 12.937400, 18.761260], [-2.695440, 12.318800, 20.124820], [-1.819290, 11.171320, 19.876290], [-3.796420, 13.750670, 18.930740], [-3.567290, 12.222940, 18.090020], [-2.252030, 13.444770, 18.284600], [-3.655530, 11.907290, 20.436250], [-2.344930, 13.089500, 20.811310], [-2.043550, 10.475780, 20.498800], [-5.937810, 11.526970, 11.232940], [-6.247530, 11.149430, 9.784080], [-7.124820, 12.113700, 9.211130], [-5.831660, 10.680020, 11.910820], [-6.793590, 11.939870, 11.767020], [-5.045500, 12.135850, 11.378340], [-6.707180, 10.167110, 9.675180], [-5.434200, 11.058920, 9.064080], [-8.037820, 11.849450, 9.346010], [-0.096880, 8.893380, 14.429420], [-0.388260, 7.733230, 15.345590], [-1.684290, 7.909600, 15.861930], [-0.144830, 9.917430, 14.799720], [-0.702780, 8.871150, 13.523610], [0.924310, 8.629360, 14.154520], [0.268720, 7.543570, 16.194420], [-0.527710, 6.818930, 14.768780], [-1.650260, 8.529790, 16.593910], [-12.149010, 17.951450, 8.275120], [-13.228530, 17.871040, 9.332360], [-12.787700, 16.950320, 10.270440], [-12.688150, 18.181360, 7.356120], [-11.588370, 17.053820, 8.014250], [-11.445820, 18.743300, 8.533210], [-14.250640, 17.713270, 8.988110], [-13.427260, 18.813320, 9.842980], [-12.768530, 16.079570, 9.866670], [-3.799100, 1.637100, 12.297290], [-5.162810, 2.176580, 12.740860], [-5.224410, 3.494410, 12.238190], [-3.750900, 0.583170, 12.571180], [-2.933610, 2.144140, 12.723820], [-3.713780, 1.627630, 11.210680], [-5.491720, 2.324890, 13.769420], [-6.015640, 1.649200, 12.313480], [-4.868570, 4.046440, 12.938370], [-3.252020, 10.695480, -0.781800], [-3.832380, 11.099150, 0.583810], [-2.830110, 10.878330, 1.480050], [-3.994110, 10.425900, -1.533290], [-2.634860, 9.823410, -0.565710], [-2.474150, 11.374240, -1.131520], [-4.657360, 10.415340, 0.783630], [-4.124630, 12.148250, 0.629550], [-3.050370, 11.449810, 2.219290], [0.161500, 15.903940, 8.257480], [-1.305670, 15.977580, 8.034340], [-1.528840, 16.729590, 6.847990], [0.669810, 15.140460, 7.668560], [0.327320, 15.711480, 9.317460], [0.594220, 16.902760, 8.200780], [-1.840830, 16.545030, 8.795710], [-1.683040, 14.955050, 8.045060], [-2.415930, 16.467380, 6.591230], [-9.885650, 12.588890, 17.625280], [-10.505790, 13.973360, 17.940890], [-9.719440, 15.134260, 17.867410], [-10.582000, 11.750340, 17.630280], [-8.964160, 12.552130, 18.206320], [-9.468330, 12.692020, 16.623630], [-10.819190, 14.210130, 18.957660], [-11.396090, 14.138920, 17.334210], [-9.523520, 15.301690, 16.942650]],
  "forces_ev_per_angstrom": [[-1.114, -0.190, 1.693], [-2.131, -0.830, -3.333], [1.205, -0.277, 1.007], [0.238, 0.456, -0.511], [-0.068, -0.169, 0.652], [0.980, 0.827, -0.447], [0.243, 0.080, 0.216], [0.526, 0.309, 0.595], [0.132, -0.214, 0.137], [-1.224, 0.226, -0.022], [1.426, 1.396, -0.606], [-0.539, -1.268, 0.772], [0.282, -0.206, -0.302], [-0.034, 0.047, -0.100], [-0.041, -0.250, 0.260], [0.113, -0.674, -0.330], [-0.235, 0.454, 0.430], [0.229, 0.252, -0.096], [2.203, 0.332, -1.716], [-1.131, -1.295, 0.460], [-0.087, 1.355, 0.346], [-0.167, -0.182, 0.074], [-0.153, 0.111, -0.006], [-0.243, 0.016, 0.247], [-0.306, -0.588, 0.708], [0.019, 0.547, -0.414], [-0.120, -0.286, 0.293], [0.598, 0.608, 0.608], [-1.142, -1.197, -2.032], [-0.174, 1.266, 0.300], [-0.250, -0.054, 0.189], [0.261, -0.087, 0.103], [0.189, -0.373, -0.208], [0.067, 0.094, 0.812], [0.443, -0.377, 0.093], [0.007, 0.100, 0.115], [0.209, -0.856, 0.691], [-0.766, -0.100, -0.168], [-0.116, 0.373, -0.442], [0.647, -0.659, -0.452], [-0.171, 0.804, -0.696], [-0.250, 0.233, -0.186], [-0.211, -0.198, 0.540], [0.606, 0.435, 0.581], [0.038, -0.027, 0.129], [1.510, -0.689, -0.598], [-1.794, 0.327, 0.083], [-1.379, -0.153, 0.939], [0.075, -0.287, 0.583], [-0.116, -0.256, 0.135], [0.394, 0.797, -0.616], [0.643, 0.230, -0.362], [0.710, -0.057, -0.163], [-0.050, 0.105, 0.013], [-0.893, 1.165, -1.236], [0.183, 0.167, -0.018], [-0.368, -0.809, 1.686], [0.424, 0.561, -0.398], [-0.243, -0.296, 0.668], [0.073, -0.089, -0.244], [-0.007, -0.923, -0.626], [0.834, 0.254, 0.190], [0.013, -0.040, -0.011], [-0.646, -1.402, 0.804], [-0.092, 0.846, -0.668], [-0.410, 1.251, -0.442], [0.307, -0.185, 0.196], [-0.236, 0.167, 0.080], [-0.229, 0.421, 0.033], [1.001, -1.036, 0.642], [0.298, -0.354, -0.408], [0.009, 0.299, -0.234], [0.444, -0.208, 0.525], [-0.628, -0.364, -2.472], [1.419, 0.182, 2.014], [0.100, 0.308, -0.030], [-0.325, -0.472, -0.039], [-0.486, 0.509, -0.238], [-0.531, 0.256, 0.079], [-0.472, 0.010, -0.274], [0.476, -0.215, 0.437], [0.557, 0.554, 1.462], [-0.027, 0.576, 0.156], [-0.440, -0.874, -0.522], [-0.005, 0.344, -0.134], [0.052, -0.617, 0.131], [0.195, -0.052, -0.757], [0.263, -0.263, 0.652], [-0.449, -0.037, -0.492], [-0.153, 0.366, -0.499], [0.915, 2.224, -0.270], [-1.551, 0.239, 0.897], [1.446, 0.135, -1.222], [0.229, 0.139, 0.472], [-0.291, -0.875, 0.530], [-0.272, -0.207, -0.430], [-0.531, -1.643, 0.418], [-0.217, -0.242, -0.244], [0.288, 0.247, -0.164]],
  "mulliken_charge": [-1.0492, -0.1775, -0.4864, 0.3404, 0.2751, 0.3025, 0.2340, 0.2438, 0.3172, -1.0091, -0.2141, -0.5058, 0.3345, 0.2696, 0.2838, 0.2327, 0.3034, 0.3058, -0.8893, -0.3113, -0.5281, 0.2563, 0.2983, 0.3013, 0.2942, 0.2848, 0.2931, -1.0355, -0.1482, -0.5205, 0.3344, 0.2873, 0.2900, 0.2333, 0.2581, 0.3021, -0.8640, -0.2654, -0.5068, 0.3314, 0.2774, 0.2389, 0.2484, 0.2566, 0.2839, -0.8210, -0.3006, -0.5215, 0.3088, 0.2486, 0.2802, 0.3103, 0.2085, 0.2855, -0.8409, -0.3130, -0.5098, 0.2931, 0.3179, 0.2262, 0.2529, 0.2665, 0.3072, -0.8412, -0.3094, -0.5191, 0.3103, 0.2659, 0.2582, 0.3110, 0.2182, 0.3062, -1.0732, -0.1375, -0.5060, 0.3219, 0.2882, 0.2969, 0.2113, 0.2883, 0.3101, -1.0387, -0.1804, -0.5127, 0.2825, 0.3305, 0.2937, 0.2550, 0.2756, 0.2947, -0.8737, -0.3123, -0.4929, 0.3128, 0.2698, 0.2404, 0.2722, 0.3087, 0.2741]
}

Record 2
{
  "formula": "C22H66O11",
  "method": "wB97M-V/def2-TZVPD",
  "gap_ev": 9.7,
  "smiles": "CCO.CCO.CCO.CCO.CCO.CCO.CCO.CCO.CCO.CCO.CCO",
  "homo_energy_ev": -9.3,
  "total_energy_ev": -46401.509,
  "e_above_lowest_kcal_mol": 120.7,
  "elements": ["C", "C", "O", "H", "H", "H", "H", "H", "H", "C", "C", "O", "H", "H", "H", "H", "H", "H", "C", "C", "O", "H", "H", "H", "H", "H", "H", "C", "C", "O", "H", "H", "H", "H", "H", "H", "C", "C", "O", "H", "H", "H", "H", "H", "H", "C", "C", "O", "H", "H", "H", "H", "H", "H", "C", "C", "O", "H", "H", "H", "H", "H", "H", "C", "C", "O", "H", "H", "H", "H", "H", "H", "C", "C", "O", "H", "H", "H", "H", "H", "H", "C", "C", "O", "H", "H", "H", "H", "H", "H", "C", "C", "O", "H", "H", "H", "H", "H", "H"],
  "xyz": [[4.864483, 1.623023, 4.041218], [3.560243, 1.449223, 3.252438], [3.226933, 0.104343, 3.440168], [5.385153, 2.558623, 3.837148], [5.516623, 0.772883, 3.841008], [4.598993, 1.606413, 5.098268], [3.738553, 1.658363, 2.197648], [2.799883, 2.166693, 3.560948], [2.501483, -0.092727, 4.037218], [0.017613, 1.576313, 3.512558], [-0.279117, 2.953653, 2.914568], [-0.829287, 2.801683, 1.609158], [0.551543, 1.558163, 4.462658], [0.581823, 0.973613, 2.800858], [-0.897917, 0.984783, 3.514298], [0.651813, 3.520643, 2.915508], [-0.973797, 3.507953, 3.545658], [-0.196977, 2.382743, 1.020708], [-0.657767, 6.007923, -2.183322], [-0.874617, 4.564813, -2.102952], [-0.228057, 4.054523, -3.295642], [-1.222997, 6.384233, -3.035972], [0.403693, 6.174593, -2.366652], [-0.877977, 6.581523, -1.283002], [-1.925937, 4.365003, -2.310082], [-0.585237, 4.022823, -1.202622], [0.722613, 4.009623, -3.169962], [0.624253, -2.968287, 3.514258], [0.214643, -2.003197, 4.718838], [1.309593, -1.241607, 5.213368], [1.375493, -3.688217, 3.838948], [1.023613, -2.330447, 2.725738], [-0.141997, -3.647357, 3.140328], [-0.289947, -2.645247, 5.440828], [-0.511957, -1.223397, 4.490668], [0.926513, -0.734927, 5.933178], [2.787633, 4.581053, -0.311452], [3.360623, 4.207383, -1.651762], [2.458373, 4.571373, -2.720782], [2.513433, 5.635963, -0.320342], [3.500813, 4.420343, 0.497038], [1.885833, 4.060173, 0.010328], [3.586533, 3.152313, -1.806362], [4.217033, 4.849333, -1.858092], [2.789603, 5.396603, -3.082562], [0.572633, -1.001227, -0.033732], [1.548633, 0.111913, 0.268358], [0.967243, 1.403503, -0.085922], [0.948903, -1.935427, 0.383138], [0.368983, -1.154717, -1.093482], [-0.470847, -0.954577, 0.277848], [2.516383, -0.010487, -0.218022], [1.747323, 0.129183, 1.339958], [1.048913, 1.584173, -1.025232], [-1.039147, -2.774737, -3.828172], [-0.312187, -3.973947, -4.496352], [0.684153, -3.653607, -5.429222], [-1.931907, -3.222807, -3.391922], [-1.316907, -2.041157, -4.585022], [-0.429757, -2.371687, -3.019282], [-1.034557, -4.509647, -5.112242], [0.371383, -4.524367, -3.849922], [1.164663, -4.454187, -5.652362], [0.084013, 0.760123, -4.987182], [-1.120037, 1.165873, -4.103822], [-1.772017, 2.182553, -4.806542], [0.760193, 0.194483, -4.346142], [0.736323, 1.589203, -5.261412], [-0.363007, 0.231383, -5.829032], [-0.693157, 1.464543, -3.146392], [-1.732607, 0.292403, -3.880442], [-1.388817, 3.025813, -4.554202], [-4.461347, -4.445127, -0.095012], [-3.834827, -3.002637, 0.033198], [-2.521107, -3.266277, 0.471728], [-5.440787, -4.364717, -0.566542], [-4.529317, -5.194017, 0.694068], [-3.793247, -4.937667, -0.801522], [-4.471187, -2.484547, 0.750648], [-3.839967, -2.300777, -0.800742], [-2.319017, -2.611947, 1.144498], [-2.598347, 0.920403, -0.726502], [-3.480567, 1.840823, 0.150238], [-3.185447, 1.460993, 1.483118], [-1.540357, 1.176763, -0.781602], [-2.909907, 1.144513, -1.746702], [-2.692577, -0.152837, -0.561092], [-4.508727, 1.548963, -0.063802], [-3.397457, 2.903703, -0.076652], [-2.236877, 1.589423, 1.556038], [-0.195207, -5.591887, 0.988678], [-0.026847, -6.370377, 2.195478], [0.270263, -7.721177, 1.819698], [0.550363, -5.806157, 0.222968], [-0.052617, -4.519187, 1.119388], [-1.125907, -5.984917, 0.579478], [-0.844967, -6.363867, 2.915708], [0.896493, -6.002447, 2.642878], [1.172823, -7.680907, 1.495088]],
  "forces_ev_per_angstrom": [[-0.428, 0.500, 0.087], [1.166, 0.262, 0.517], [-0.468, -0.855, -0.878], [0.029, 0.045, -0.076], [-0.009, 0.126, -0.086], [0.200, -0.035, 0.117], [-0.057, -0.282, -0.259], [-0.195, -0.104, 0.253], [-0.269, 0.232, 0.288], [-0.438, -0.508, -0.849], [0.551, -0.734, 0.263], [-0.324, 0.696, 0.644], [-0.253, 0.168, 0.071], [0.594, 0.312, -0.050], [-0.339, 0.185, 0.721], [0.108, 0.258, -0.321], [-0.237, -0.065, -0.288], [0.642, -0.291, -0.210], [0.668, 1.782, 0.620], [-0.400, -1.307, -1.586], [-0.682, -0.884, 0.149], [0.099, 0.221, 0.123], [0.033, 0.159, -0.097], [-0.398, -0.050, 0.056], [-0.121, -0.280, 0.423], [0.243, 0.199, 0.108], [0.388, 0.274, 0.202], [0.191, 1.353, 1.200], [-0.722, -1.054, -1.422], [0.435, -0.657, 0.189], [0.406, 0.409, 0.230], [0.053, -0.324, -0.211], [-0.590, 0.686, 0.120], [0.440, 0.041, 0.641], [-0.490, -0.454, -0.890], [0.272, 0.181, 0.199], [-0.278, 0.101, 0.652], [-0.337, 0.707, -0.744], [-0.114, -0.196, 0.063], [0.167, 0.119, 0.002], [0.233, 0.051, -0.073], [-0.049, -0.351, -0.441], [0.176, 0.058, 0.324], [0.602, -0.573, 0.446], [-0.278, -0.016, -0.175], [-0.281, -1.003, -0.645], [-1.125, 0.618, -0.003], [0.479, -0.172, 0.568], [0.142, -0.145, -0.167], [0.716, -0.005, -0.370], [0.185, 0.834, 0.930], [-0.099, -0.126, -0.197], [0.033, 0.258, -0.044], [0.056, -0.236, -0.160], [0.914, -1.399, -0.416], [0.272, 0.109, -0.128], [1.111, 2.030, -1.699], [-0.135, 0.273, 0.092], [0.079, 0.078, 0.171], [-0.077, 0.334, -0.198], [-0.428, -0.722, 0.872], [-1.661, -0.774, 1.312], [-0.087, 0.067, 0.020], [-0.385, -0.385, 1.280], [2.230, 0.175, -0.713], [-1.501, -0.072, 0.242], [-0.044, -0.973, -0.367], [-0.626, 0.379, -0.356], [0.811, -0.113, -0.193], [-0.342, 0.531, 0.271], [-0.440, 0.183, -0.382], [0.363, 0.176, 0.284], [0.326, 0.953, -2.357], [-1.362, -1.819, 1.546], [0.484, 0.772, 0.461], [-0.094, -0.133, -0.059], [0.190, 1.041, 0.871], [-0.156, -0.198, -0.382], [0.391, 0.237, 0.649], [-0.104, -0.802, -0.800], [0.320, 0.058, 0.071], [-0.396, 1.460, -1.556], [0.654, -2.393, -0.100], [-0.925, 0.395, 0.385], [0.106, 0.097, 0.659], [-0.123, -0.400, -0.422], [-0.290, 0.169, 0.345], [-0.163, 0.127, 0.246], [0.425, 0.095, 0.141], [0.294, 0.392, 0.329], [-0.841, 0.656, -1.949], [2.439, -0.969, 1.065], [-0.445, -0.384, 0.407], [0.352, -0.470, 0.205], [-0.996, 0.080, 0.071], [-0.331, 1.108, -0.532], [-0.010, 0.011, -0.213], [-0.122, 0.179, 0.981], [-0.007, -0.286, -0.118]],
  "mulliken_charge": [-1.3120, 0.2723, -0.4676, 0.3820, 0.3194, 0.2999, 0.1935, 0.0584, 0.2703, -0.5582, -0.6366, -0.4337, 0.4946, -0.2541, 0.4038, 0.3192, 0.3488, 0.1734, -1.1883, 0.4597, -0.4565, 0.3241, 0.1813, 0.3663, 0.2435, -0.1601, 0.2958, -0.5792, -0.3248, -0.6251, 0.3158, 0.0194, 0.1864, 0.4049, 0.1586, 0.3192, -0.6580, -0.3539, -0.5326, 0.3382, 0.3843, -0.0872, 0.2197, 0.4070, 0.2474, -0.8066, 0.6841, -0.0508, 0.3606, 0.1670, -0.0438, 0.4887, -0.6762, 0.0345, -0.2084, -0.3913, -0.5295, 0.3368, 0.1751, -0.2228, 0.2285, 0.2901, 0.3183, -1.2251, 0.5472, -0.6325, 0.3013, 0.3689, 0.3014, -0.2754, 0.2930, 0.3754, -1.2774, -0.1911, -0.3181, 0.3541, 0.3102, 0.2899, 0.3642, 0.2741, 0.1889, -0.1102, -0.4874, -0.6013, 0.0331, 0.4162, -0.2214, 0.4385, 0.1767, 0.3091, -0.3019, -0.4679, -0.5598, 0.3439, -0.0714, 0.1985, 0.2979, 0.3096, 0.3150]
}